Below is a 2-piece molecular cluster, CH2INO4 overall at a distorted geometry, with properties calculated with ωB97M-V/def2-TZVPD.

Cartesian coordinates (Å):
I: -1.70683 1.03034 2.06122
O: 0.79619 -0.84962 -0.53160
O: 1.63104 0.95089 0.60063
O: -0.12018 0.34649 -2.18073
O: -1.46031 -0.53509 -0.72748
N: -0.41077 -0.27292 -1.21230
C: 1.70114 -0.18138 0.23805
H: -2.94084 0.39302 1.31569
H: 2.51056 -0.88172 0.43653

Force components x, y, z for each atom (eV/Å):
I 0.4 0.4 0.5
O -0.5 -1.5 -0.2
O 0.0 -0.5 -0.2
O -0.1 -0.2 0.2
O 0.9 -0.4 -0.1
N 0.4 1.2 0.1
C -0.7 1.5 -0.2
H -0.5 -0.2 -0.2
H 0.1 -0.3 0.1

Output
- E_tot (eV) = -18845.408
- SMILES string = O=CO[N+](=O)[O-].I
- orbital gap (eV) = 9.4878
- spin multiplicity = 1